1.
Computed, not measured: the molecule C20H23NO, with ωB97M-V with the def2-TZVPD basis set.

Summary:
relative energy (zero: lowest compared OMol25 entry of this formula, charge and spin): 108.3 kcal per mole
structure (SMILES): O[C@@]1([C@H]2CCCCN2)C[C@H](c2ccccc2)c2ccccc21
HOMO-LUMO gap: 9.0 eV
spin multiplicity: 1
E_LUMO: 0.7 eV
charge: 0

XYZ file:
```
45
C20H23NO (ωB97M-V with the def2-TZVPD basis set)
O -2.2292 1.1810 0.2455
C -0.8890 0.6582 0.0560
C 0.2861 1.5948 0.4699
C 0.5894 2.9121 -0.4227
C -0.3075 4.2124 -0.1691
C -0.5543 4.4924 1.3104
C -0.7868 3.2904 2.2157
N 0.0836 2.1561 1.8229
C -0.8964 -0.4959 1.1532
C -0.6584 -1.8886 0.4445
C 0.6118 -2.6335 0.6322
C 1.6971 -2.3524 -0.1586
C 2.9181 -2.9953 0.1366
C 3.0385 -4.0652 0.9903
C 1.8914 -4.4173 1.7107
C 0.7640 -3.7458 1.5190
C -0.7874 -1.5212 -1.0403
C -0.9433 -2.3888 -2.1816
C -0.8971 -1.8682 -3.5961
C -0.8816 -0.5082 -3.7769
C -0.8148 0.2379 -2.6214
C -0.8295 -0.1735 -1.2748
H -2.7404 0.6095 -0.3283
H 1.1139 0.8607 0.4458
H 0.5470 2.6862 -1.4603
H 1.6276 3.0921 -0.2625
H -0.0545 5.2154 -0.6023
H -1.3450 3.9582 -0.5319
H -1.5337 5.1055 1.4304
H 0.1674 5.1528 1.7097
H -1.7985 2.9048 2.1061
H -0.7332 3.7584 3.2469
H -0.0950 1.4272 2.4592
H -0.0432 -0.4370 1.8181
H -1.8832 -0.4907 1.7339
H -1.4682 -2.5408 0.6204
H 1.6359 -1.5657 -0.9060
H 3.8582 -2.7179 -0.3585
H 4.0437 -4.5107 1.0309
H 2.0498 -5.1775 2.5884
H -0.1722 -3.9857 1.9653
H -1.0214 -3.5434 -2.1122
H -0.9821 -2.7118 -4.3827
H -0.8405 -0.0166 -4.7498
H -0.7370 1.2457 -2.9258
```

From a Löwdin analysis of the wavefunction, the atomic charges in e read: number 1, O, carries -0.017; number 2, C, carries -0.333; number 3, C, carries -0.206; number 4, C, carries -0.086; number 5, C, carries -0.167; number 6, C, carries -0.237; number 7, C, carries -0.207; number 8, N, carries -0.018; number 9, C, carries -0.031; number 10, C, carries -0.189; number 11, C, carries -0.186; number 12, C, carries -0.023; number 13, C, carries -0.085; number 14, C, carries -0.101; number 15, C, carries -0.115; number 16, C, carries -0.057; number 17, C, carries -0.177; number 18, C, carries 0.016; number 19, C, carries -0.067; number 20, C, carries -0.117; number 21, C, carries -0.037; number 22, C, carries -0.095; number 23, H, carries 0.093; number 24, H, carries 0.147; number 25, H, carries 0.069; number 26, H, carries 0.088; number 27, H, carries 0.114; number 28, H, carries 0.111; number 29, H, carries 0.134; number 30, H, carries 0.078; number 31, H, carries 0.093; number 32, H, carries 0.130; number 33, H, carries 0.065; number 34, H, carries 0.103; number 35, H, carries 0.151; number 36, H, carries 0.127; number 37, H, carries 0.119; number 38, H, carries 0.105; number 39, H, carries 0.109; number 40, H, carries 0.143; number 41, H, carries 0.104; number 42, H, carries 0.129; number 43, H, carries 0.121; number 44, H, carries 0.110; number 45, H, carries 0.091

2.
Computed, not measured: a cluster of 2 separate species, C4H9NO in total, with ωB97M-V with the def2-TZVPD basis set.

Summary:
relative energy (zero: lowest compared OMol25 entry of this formula, charge and spin): 65.2 kcal per mole
HOMO-LUMO gap (spin up / spin down): 9.3 / 6.5 eV
spin multiplicity: 2
E_LUMO (spin up / spin down): -5.8 / -8.6 eV
charge: +1
expectation value of S²: 0.756

XYZ file:
```
15
C4H9NO (ωB97M-V with the def2-TZVPD basis set)
C 2.1630 -0.1493 0.8071
C 0.7937 0.1497 0.4132
C 0.0938 -0.5564 -0.5653
N -1.0133 -0.1411 -1.2306
C -1.1354 1.0734 -1.6255
H 2.3206 -1.2379 0.8854
H 2.9996 0.4832 0.4666
H 2.2404 0.1131 1.8761
H 0.3744 1.1174 0.6536
H 0.5738 -1.4959 -0.8513
H -0.4248 1.8146 -1.2361
H -1.7808 1.3952 -2.4300
H -3.1753 -0.7623 1.0064
H -1.7438 -0.8864 0.5165
O -2.2859 -0.9172 1.3138
```

From a Löwdin analysis of the wavefunction, the atomic charges in e read: number 1, C, carries -0.027; number 2, C, carries 0.014; number 3, C, carries -0.051; number 4, N, carries 0.056; number 5, C, carries 0.140; number 6, H, carries 0.114; number 7, H, carries 0.134; number 8, H, carries 0.121; number 9, H, carries 0.135; number 10, H, carries 0.162; number 11, H, carries 0.107; number 12, H, carries 0.114; number 13, H, carries 0.047; number 14, H, carries -0.032; number 15, O, carries -0.033

3.
Computed, not measured: a structure of composition C16H25InN2O3PS, with ωB97M-V with the def2-TZVPD basis set.

Summary:
relative energy (zero: lowest compared OMol25 entry of this formula, charge and spin): 11.4 kcal per mole
HOMO-LUMO gap: 7.4 eV
spin multiplicity: 1
E_LUMO: -3.1 eV
charge: +1

XYZ file:
```
49
C16H25InN2O3PS (ωB97M-V with the def2-TZVPD basis set)
In -0.0640 -0.2825 -0.8684
O -1.3270 -0.2975 -2.8860
C -1.5262 -1.4510 -2.4175
O -1.8034 -1.6282 -1.1867
C -1.0200 -2.6175 -3.1934
C -1.6605 -3.2453 -4.2471
C -1.0150 -4.2526 -4.9465
C 0.2826 -4.6028 -4.6064
C 0.9422 -3.9556 -3.5743
C 0.2973 -2.9570 -2.8444
S 1.2617 -2.2370 -1.5306
H -2.6666 -2.9487 -4.5130
H -1.5202 -4.7479 -5.7641
H 0.8002 -5.3813 -5.1513
H 1.9595 -4.2213 -3.3197
C -1.9165 1.0090 2.7120
N -0.5845 0.7387 3.2281
C -0.2825 1.2255 4.5690
C 0.6542 0.2596 5.2702
C 1.8890 0.0666 4.4108
N 1.5229 -0.2354 3.0289
C 2.4877 -0.9455 2.1945
C 0.3406 0.0935 2.4898
O 0.1053 -0.2510 1.2962
H -2.0947 2.0851 2.6543
H -2.6647 0.5699 3.3728
H -2.0283 0.5619 1.7310
H -1.2208 1.3174 5.1137
H 0.1683 2.2221 4.5112
H 0.1486 -0.6961 5.4175
H 0.9396 0.6547 6.2434
H 2.4842 -0.7599 4.7962
H 2.5139 0.9649 4.4363
H 3.3921 -1.1109 2.7710
H 2.7393 -0.3716 1.3019
H 2.0894 -1.9087 1.8737
C 1.2573 3.3874 -1.1892
P -0.1450 2.2882 -1.5610
C -1.5490 2.9920 -0.6395
C -0.5199 2.5729 -3.3101
H 0.9919 4.4062 -1.4727
H 2.1391 3.0732 -1.7454
H 1.4781 3.3537 -0.1227
H -1.8148 3.9689 -1.0426
H -1.2789 3.0900 0.4117
H -2.4032 2.3194 -0.7223
H -0.7218 3.6349 -3.4526
H -1.3826 1.9746 -3.5968
H 0.3249 2.2748 -3.9295
```

From a Löwdin analysis of the wavefunction, the atomic charges in e read: number 1, In, carries 0.724; number 2, O, carries -0.062; number 3, C, carries -0.667; number 4, O, carries -0.037; number 5, C, carries -0.159; number 6, C, carries -0.013; number 7, C, carries -0.068; number 8, C, carries -0.070; number 9, C, carries -0.112; number 10, C, carries -0.552; number 11, S, carries 0.679; number 12, H, carries 0.124; number 13, H, carries 0.109; number 14, H, carries 0.110; number 15, H, carries 0.102; number 16, C, carries -0.010; number 17, N, carries -0.067; number 18, C, carries -0.137; number 19, C, carries -0.138; number 20, C, carries -0.136; number 21, N, carries -0.059; number 22, C, carries -0.004; number 23, C, carries -0.432; number 24, O, carries -0.104; number 25, H, carries 0.095; number 26, H, carries 0.104; number 27, H, carries 0.080; number 28, H, carries 0.129; number 29, H, carries 0.135; number 30, H, carries 0.130; number 31, H, carries 0.127; number 32, H, carries 0.129; number 33, H, carries 0.135; number 34, H, carries 0.097; number 35, H, carries 0.092; number 36, H, carries 0.101; number 37, C, carries -0.234; number 38, P, carries 0.807; number 39, C, carries -0.236; number 40, C, carries -0.225; number 41, H, carries 0.063; number 42, H, carries 0.057; number 43, H, carries 0.050; number 44, H, carries 0.063; number 45, H, carries 0.041; number 46, H, carries 0.059; number 47, H, carries 0.066; number 48, H, carries 0.046; number 49, H, carries 0.067

4.
Computed, not measured: a structure of composition C7H14Br4NO6S2, with ωB97M-V with the def2-TZVPD basis set.

Summary:
HOMO-LUMO gap: 7.7 eV
spin multiplicity: 1
E_LUMO: 2.2 eV
charge: -1

XYZ file:
```
34
C7H14Br4NO6S2 (ωB97M-V with the def2-TZVPD basis set)
C 3.6881 -1.0326 1.3101
C 2.8899 0.2685 1.2039
O 3.4753 1.2655 1.1156
O 1.5392 0.2379 1.2185
C 1.0244 -0.2145 -0.0412
S -0.7926 -0.4368 -0.0293
O -1.0092 -1.8577 -0.2772
O -1.2591 0.3408 -1.1462
N -1.3748 0.0970 1.3639
S -2.8518 -0.5146 1.6575
O -3.9191 0.1771 0.9795
O -3.0702 -0.4020 3.0817
H 3.0900 -1.9291 1.1273
H 4.1409 -1.0567 2.3064
H 4.5148 -0.9917 0.5969
H 1.5119 -1.1660 -0.2868
H 1.2394 0.5300 -0.8155
H -2.9752 -1.8296 1.2819
Br 3.2794 2.6435 -2.1824
C 4.2882 3.8153 -1.0064
C 5.3236 4.6027 -1.7642
Br 6.8708 3.5074 -2.2155
H 4.7116 3.1881 -0.2272
H 3.5485 4.4821 -0.5675
H 5.7170 5.4086 -1.1473
H 4.9470 5.0135 -2.6961
Br -6.8674 -2.0516 1.4934
C -6.7021 -2.5815 -0.3706
C -5.6133 -3.6056 -0.5546
Br -3.8511 -2.7858 -0.4896
H -6.5320 -1.6747 -0.9442
H -7.6718 -3.0012 -0.6355
H -5.6789 -4.0621 -1.5416
H -5.6313 -4.3843 0.2026
```

From a Löwdin analysis of the wavefunction, the atomic charges in e read: number 1, C, carries 0.019; number 2, C, carries -0.576; number 3, O, carries 0.136; number 4, O, carries -0.036; number 5, C, carries -0.193; number 6, S, carries 0.498; number 7, O, carries -0.444; number 8, O, carries -0.344; number 9, N, carries -0.338; number 10, S, carries 0.428; number 11, O, carries -0.415; number 12, O, carries -0.409; number 13, H, carries 0.078; number 14, H, carries 0.088; number 15, H, carries 0.086; number 16, H, carries 0.106; number 17, H, carries 0.086; number 18, H, carries -0.066; number 19, Br, carries 0.640; number 20, C, carries -0.695; number 21, C, carries -0.701; number 22, Br, carries 0.584; number 23, H, carries 0.038; number 24, H, carries 0.064; number 25, H, carries 0.054; number 26, H, carries 0.046; number 27, Br, carries 0.627; number 28, C, carries -0.695; number 29, C, carries -0.674; number 30, Br, carries 0.811; number 31, H, carries 0.055; number 32, H, carries 0.047; number 33, H, carries 0.049; number 34, H, carries 0.046

Calculated max |F| in order - 0.095; 0.047; 0.014; 0.082 hartree/bohr